DFT (wB97M-V/def2-TZVPD) results for 14 unconnected molecules or ions with the total composition C39H102N9O38P5.

Spin multiplicity: 1
Electronic energy (eV): -179737.147
Charge: 0
E_HOMO (eV): -10.332
Frontier orbital gap (eV): 10.050
M (g/mol): 1460.1

The geometry in XYZ format:
```
193
Properties=species:S:1:pos:R:3:forces:R:3:mulliken_charge:R:1
H -2.528 -4.953 2.276 -0.2 -0.7 -0.6 0.275
O -6.798 6.530 8.371 -0.1 1.4 -0.4 -0.495
C -13.126 -2.927 -2.303 0.1 0.5 1.4 -1.251
O -3.646 -0.062 1.494 3.7 -2.8 -4.4 -0.303
O -10.560 -4.817 5.742 0.0 0.6 1.7 -0.500
O 3.274 9.181 -0.311 0.4 -0.2 -1.0 -0.448
O -0.901 -12.313 -2.133 -1.5 0.6 2.2 -0.533
O -2.081 -2.077 2.137 0.1 1.2 -0.6 -0.309
H -1.077 1.186 -5.753 -0.1 0.7 0.0 0.266
H 4.208 10.504 -2.962 0.0 -0.2 0.0 0.300
C 6.454 -0.624 1.464 1.2 -1.4 -0.5 -1.224
N -9.772 -5.070 4.888 -0.4 -1.8 -3.0 0.859
H -3.050 -4.053 0.827 -0.4 0.1 0.3 0.295
O 2.953 4.970 7.190 0.5 -3.1 -2.1 -0.486
O 7.255 -1.947 3.280 0.0 -3.9 1.4 -0.316
H 0.233 1.807 1.272 0.2 -0.3 -0.1 0.331
H 0.765 9.558 4.636 0.4 -0.8 -0.1 0.366
C 5.826 2.941 -5.606 -0.7 0.0 -0.7 -1.085
O 0.761 -9.997 4.218 -0.6 0.8 -0.5 -0.491
H -9.709 -5.607 2.802 0.0 0.1 0.2 0.304
H 0.426 -14.514 -3.823 0.0 0.6 -0.3 0.277
C 6.450 9.987 2.969 -0.8 -1.0 1.7 -1.105
O -1.049 0.304 1.558 -2.1 -3.3 1.0 -0.273
O 4.083 7.820 1.794 0.2 -0.8 -0.2 -0.716
H 11.157 -2.720 5.941 0.0 0.2 -0.1 0.304
O 5.219 9.962 1.024 -0.1 0.0 -1.0 -0.118
C 4.548 3.966 5.742 -1.1 1.2 -1.2 -0.736
H 1.751 8.422 2.610 -0.2 0.0 -0.1 0.308
H -14.113 -2.643 -2.670 0.0 0.2 0.6 0.359
H -10.581 -4.100 3.199 -0.1 -0.1 0.0 0.266
H 6.152 -1.512 0.907 -0.3 0.1 -0.3 0.292
N -6.149 6.516 1.067 0.9 0.8 2.4 0.819
H 9.188 -1.447 4.598 0.5 0.1 0.7 0.398
C -6.574 5.814 -0.150 1.0 0.7 -0.5 -0.679
C 11.322 -2.277 4.959 -1.1 -0.4 -1.2 -1.255
H -11.860 -2.898 -3.908 0.4 -0.6 -0.6 0.299
N -1.060 -4.824 -6.700 -2.0 0.6 2.3 0.850
O -0.410 -5.068 -7.660 0.4 -0.3 -1.7 -0.514
H 4.673 5.023 5.510 0.9 0.1 0.9 0.329
O 8.111 2.417 -6.375 0.6 1.6 0.3 -0.349
H 5.340 3.417 6.250 -0.4 0.4 0.2 0.274
C 9.343 2.492 -3.697 -0.6 1.8 1.8 0.176
H -4.493 -1.575 3.590 -0.5 -0.2 0.5 0.266
O -10.339 -5.293 -4.973 0.5 1.1 0.6 -0.140
O 9.327 -3.365 3.953 -1.6 -1.0 0.3 -0.335
C -8.157 -3.446 -3.830 1.6 1.3 -0.2 -0.212
O -10.445 0.390 8.981 1.1 0.2 0.4 -0.509
H -1.219 -12.263 3.131 -0.1 -0.3 1.2 0.310
H -8.792 -1.693 -4.841 0.0 0.2 0.0 0.292
H -1.353 3.314 0.100 0.5 -0.1 0.0 0.397
H 8.193 -0.286 2.760 -0.2 0.4 0.1 0.329
H 6.703 0.148 0.735 0.0 0.1 0.2 0.366
C -11.940 -6.432 -6.230 0.1 -0.8 -0.1 -0.986
H -1.840 -10.811 4.155 0.3 -0.2 -0.1 0.265
C 11.162 1.056 -9.525 0.8 0.9 -1.0 -1.131
H -1.102 -4.700 -4.665 0.8 0.2 0.3 0.310
C -8.504 0.528 10.318 0.2 -0.2 -0.7 -0.676
H 8.565 -1.533 1.708 -0.6 -0.4 -0.8 0.379
C -5.048 5.038 8.023 0.0 0.1 -1.9 -0.704
O -11.666 -4.698 -2.799 2.5 -0.6 -0.7 -0.316
N -9.895 0.881 9.956 -2.1 -0.1 1.1 0.845
C 7.923 -6.307 1.017 0.4 -0.3 -1.0 -1.208
C 6.367 9.394 1.603 2.9 1.3 0.3 -0.310
C 10.079 3.619 -2.968 0.7 0.7 0.7 -1.182
P 9.731 2.821 -6.238 -2.4 -1.4 -2.5 0.893
C 1.527 10.054 4.034 0.1 0.4 -1.3 -1.101
C -12.432 -3.650 -3.365 -0.4 -0.3 -1.4 0.123
C -1.065 -11.263 3.536 1.0 0.0 -1.8 -0.687
H -4.378 1.266 2.629 -0.4 0.2 0.5 0.342
N -0.422 -12.654 -3.154 2.0 -0.8 -2.3 0.887
H -8.843 -3.080 -5.873 0.0 -0.4 0.2 0.248
H 7.264 9.794 1.131 -0.4 0.2 -1.0 0.323
O 10.053 2.186 -4.822 1.8 -0.9 -3.4 -0.334
H -12.349 -7.368 -6.609 0.3 -0.3 0.0 0.393
H 7.452 10.141 3.370 -0.1 0.0 -0.2 0.382
C -3.994 0.253 2.751 -1.4 1.6 2.2 -0.197
O 0.282 -11.978 -3.859 0.6 1.4 -0.8 -0.526
H 4.901 11.679 -1.883 -0.1 -0.1 0.4 0.283
H 0.115 -3.598 -5.556 -0.1 0.0 0.5 0.250
P 7.736 -3.549 3.548 0.3 0.5 -1.2 0.881
H 0.473 -5.344 -5.475 -0.1 0.1 0.7 0.283
H -5.673 5.996 -0.737 -0.4 -0.6 -0.6 0.324
H -7.431 -4.192 -4.151 -0.8 -1.4 0.9 0.299
C -5.072 -0.712 3.262 1.1 0.0 0.0 -1.184
C 7.711 -1.116 2.241 -0.3 1.7 0.4 -0.173
C 8.709 -5.324 1.860 -0.3 -0.4 0.0 -0.177
H 9.781 2.643 -9.124 0.2 0.3 0.3 0.333
N 3.199 3.971 6.442 -1.0 0.3 0.8 0.792
H -1.260 -14.148 -4.424 0.2 0.2 0.1 0.266
C -8.280 -2.631 -5.055 -0.4 1.7 -1.1 -1.126
H 10.693 4.241 -3.618 -0.1 -0.5 -0.8 0.342
H 9.653 -5.053 1.389 -0.2 0.3 -0.3 0.271
H 5.146 9.911 -1.574 0.6 0.3 -0.4 0.252
C 9.952 -2.098 4.172 0.7 0.4 0.0 -0.080
H -0.646 -3.634 2.582 -0.4 0.7 0.6 0.398
C -2.198 -4.496 1.344 -0.7 2.1 0.5 -0.983
H 11.992 -1.419 4.994 -0.8 0.6 0.3 0.387
C 3.287 10.473 -0.973 0.5 1.9 0.6 -0.259
H 11.585 1.789 -10.212 0.2 0.3 0.1 0.324
H 5.908 2.754 -4.535 0.4 -0.3 -0.1 0.255
N 0.303 -11.107 4.123 1.6 -1.7 2.0 0.809
P -10.209 -5.063 -3.428 1.6 -1.7 3.8 0.820
C -10.563 -6.575 -5.500 -1.4 -0.6 -1.5 -0.390
H -2.192 2.680 1.471 -0.1 -0.3 0.1 0.236
H 6.961 3.978 -7.214 -0.3 -0.4 -0.1 0.435
H 9.207 1.055 -8.720 -0.2 0.0 -0.5 0.267
O -6.678 6.264 2.160 0.7 0.3 -1.9 -0.508
O -9.518 -6.175 -2.653 -1.9 2.0 -1.9 -0.797
C 10.097 1.685 -8.709 -2.5 0.0 0.3 -0.122
H -13.104 -3.597 -1.444 -0.9 0.1 0.2 0.276
H 4.403 3.636 4.713 -0.3 -1.0 0.4 0.310
O 9.992 4.249 -6.501 0.1 -1.0 0.5 -0.691
H -12.743 -6.041 -5.606 0.4 0.0 0.5 0.200
H -12.508 -2.082 -1.999 -0.4 0.3 0.0 0.298
H 5.926 9.277 3.609 0.1 0.1 0.6 0.283
C 1.640 9.505 2.555 0.2 -0.2 1.7 -0.250
O -9.420 -3.676 -3.277 -1.8 -1.6 -0.2 -0.225
C -0.611 1.349 0.757 0.2 1.2 -0.8 -0.227
H 2.524 10.045 4.473 -0.2 -0.1 0.3 0.284
H 2.367 10.806 -1.454 -0.5 -1.2 0.1 0.488
H 6.510 8.316 1.533 -0.9 0.0 0.1 0.379
H -4.601 5.162 9.009 -0.4 0.3 -0.2 0.271
H -5.684 -0.249 4.036 0.1 -0.3 0.1 0.376
O -1.450 3.794 -5.266 -1.1 -1.9 0.4 -0.481
H -0.915 -14.488 -2.693 -0.3 -0.7 -0.4 0.314
H 3.417 11.249 -0.219 -0.1 -0.2 0.4 0.215
H 11.952 -2.945 4.371 -0.3 -0.5 0.0 0.320
H -9.729 -6.805 -6.163 -0.2 0.2 -0.4 0.291
H 9.038 -5.765 2.801 -0.5 0.1 0.3 0.340
H -7.965 0.903 9.448 0.6 0.1 0.4 0.266
H 5.604 -0.356 2.091 0.5 0.2 0.3 0.300
H -6.756 4.755 0.030 -0.4 0.4 0.0 0.261
H -11.931 -5.763 -7.091 0.6 0.1 0.0 0.277
H -4.989 4.020 7.638 -0.2 0.0 0.5 0.305
O -5.230 7.337 0.908 -1.5 -1.0 0.4 -0.505
O 10.348 1.720 -7.318 0.8 1.8 3.3 -0.341
H -0.657 -3.055 0.967 0.0 0.3 0.0 0.301
O -10.472 1.630 10.743 0.6 -0.3 -0.6 -0.508
P 3.928 9.114 1.152 -3.7 0.4 -0.3 0.819
O -3.455 3.140 -4.684 2.4 -1.1 -0.8 -0.487
H 5.420 2.084 -6.143 0.0 -0.1 0.2 0.294
H 8.380 2.962 -3.896 -0.3 -0.7 -0.4 -0.076
H 5.840 10.889 3.024 0.4 0.2 -0.2 0.273
H 12.017 0.738 -8.928 -0.4 -0.8 -0.1 0.299
H 10.665 0.391 -10.231 0.6 -0.8 0.5 0.300
N -2.318 2.908 -5.162 -0.6 3.1 0.2 0.764
H -2.386 1.971 -0.183 -0.5 0.0 0.3 0.286
H 1.116 11.063 4.061 0.5 0.4 -0.4 0.295
C -1.321 -3.287 1.800 0.6 -0.6 -2.0 -0.370
H -4.607 5.644 7.231 0.5 0.3 0.5 0.292
H 0.708 9.772 2.056 0.4 0.0 -0.6 0.280
H 8.042 -6.053 -0.036 -0.1 0.2 -0.1 0.305
H 10.806 3.337 -2.206 -0.3 -0.3 0.3 0.323
H 10.099 -1.687 3.173 0.7 0.2 0.0 0.184
H -0.888 -10.750 2.591 -0.7 0.8 0.1 0.307
O 2.436 3.021 6.182 1.3 2.2 1.0 -0.483
O -8.598 -5.400 4.969 -0.7 0.7 0.5 -0.521
H -13.181 -4.150 -3.978 0.2 0.2 -0.5 0.178
H -7.675 -2.864 -3.045 0.4 0.0 -0.1 0.331
O -2.145 -1.241 -0.315 0.0 0.5 -0.2 -0.712
H -7.298 -2.367 -5.448 0.1 -0.1 0.0 0.405
H 6.845 -6.349 1.172 0.2 0.1 0.6 0.315
N -6.501 5.445 7.970 0.5 -2.2 2.5 0.845
H -2.406 1.790 -6.871 0.5 0.1 -0.1 0.289
H -1.817 -5.119 0.535 0.8 -0.3 0.7 0.337
H 9.201 1.540 -3.184 0.0 0.4 0.4 0.351
H -8.364 -0.552 10.346 -0.4 0.1 -0.1 0.284
H -10.502 -7.383 -4.771 -0.5 0.3 0.4 0.358
H -3.111 0.362 3.381 -0.1 -0.3 0.5 0.364
C -0.312 -4.590 -5.407 -0.5 -0.4 -1.4 -0.653
C 4.458 10.684 -1.917 0.0 -1.2 -0.3 -0.963
C -0.537 -14.047 -3.615 -1.0 -1.3 1.6 -0.685
C -10.424 -5.141 3.480 1.1 0.4 0.0 -0.684
H -8.275 0.966 11.290 0.0 0.2 -0.5 0.299
O -2.294 -4.731 -6.607 1.4 -0.2 -0.8 -0.526
P -2.211 -0.806 1.074 -0.2 0.4 2.3 0.851
H 9.415 4.398 -2.593 -0.3 -0.4 0.5 0.337
H -0.322 0.933 -0.208 0.4 0.2 -0.1 0.260
H -2.832 0.952 -5.439 0.3 -0.1 0.1 0.307
H -11.364 -5.694 3.474 0.2 0.1 0.6 0.276
C -1.691 2.381 0.550 -0.4 0.4 -0.6 -1.041
O 7.877 -4.152 2.024 0.3 1.0 1.6 -0.257
H 7.372 4.270 -5.566 0.7 0.1 -0.1 0.304
O -7.277 4.520 7.821 -0.4 0.1 -0.9 -0.514
O 6.885 -4.440 4.398 1.6 2.2 -1.0 -0.708
H 5.108 3.758 -5.680 -0.3 0.0 -0.1 0.382
O 0.944 -12.089 4.543 -1.6 0.7 -1.0 -0.513
H -5.689 -1.081 2.442 -0.1 0.4 -0.1 0.286
C -2.073 1.620 -5.848 -1.4 -0.8 0.2 -0.658
H -7.355 6.454 -0.561 -0.3 -0.6 0.0 0.287
H 8.347 -7.310 1.071 -0.1 -0.1 0.3 0.364
C 7.065 3.479 -6.250 1.6 -0.2 0.6 -0.305
O 2.812 10.022 1.864 0.2 0.7 1.0 -0.259
```
Forces are in eV/Å.